(1)
Density functional theory data (ωB97M-V/def2-TZVPD) for C5H5BInO5 as an isolated structure.

Last column: Mulliken charge in e.
CARTESIAN COORDINATES (ANGSTROEM)
O (3.346, -1.015, -0.519)  -0.21
C (2.520, -0.164, -0.518)  0.37
C (1.533, -0.091, 0.636)  -0.18
C (0.426, 0.601, 0.030)  0.51
C (-0.758, 0.938, 0.653)  -0.23
B (-2.011, -0.250, 0.055)  0.32
O (-3.094, 0.234, -0.481)  -0.17
O (-1.655, -1.527, 0.255)  -0.36
C (0.796, 0.873, -1.415)  0.25
O (0.081, 1.101, -2.297)  -0.25
O (2.196, 0.737, -1.445)  -0.15
H (1.728, -0.506, 1.662)  0.41
H (-1.091, 1.960, 0.431)  0.40
H (-0.705, 0.751, 1.728)  0.39
H (-3.012, 0.332, -1.457)  0.42
H (-1.313, -1.907, -0.576)  0.40
In (1.014, -2.069, 3.258)  1.06

Results
* E_tot: -783.33960 Ha
* max |F|: 3.95 eV/Å
* total charge: +3
* HOMO-LUMO gap: 0.1991 Ha

---

(2)
Density functional theory data (ωB97M-V/def2-TZVPD) for C5H5Br2ClN2O2 as an isolated structure.

Last column: Mulliken charge in e.
CARTESIAN COORDINATES (ANGSTROEM)
C (0.446, -0.121, -1.715)  0.29
C (0.505, -2.395, -1.497)  0.22
C (-0.384, -0.442, -0.542)  0.65
C (-1.017, 0.373, 0.470)  -1.22
C (2.319, 0.029, 0.826)  -0.50
N (1.028, -1.334, -2.114)  0.08
N (-0.194, -1.763, -0.389)  0.03
O (0.579, 0.955, -2.273)  -0.60
O (0.703, -3.542, -1.675)  -0.53
Cl (-1.040, -2.740, 0.831)  -0.04
Br (3.196, 1.316, -0.205)  -0.02
Br (2.936, -1.749, 0.717)  -0.04
H (-2.042, -0.039, 0.581)  0.43
H (-0.977, 1.336, -0.007)  0.29
H (-0.326, 0.373, 1.358)  0.28
H (2.242, 0.228, 1.819)  0.50
H (1.689, -1.606, -2.835)  0.19

Results
* relative energy (zero: lowest compared OMol25 entry of this formula, charge and spin): 0.00 kcal/mol
* E_tot: -6061.62521 Ha
* max |F|: 3.43 eV/Å
* HOMO-LUMO gap (spin up / spin down): 0.2994 / 0.2387 Ha

---

(3)
Density functional theory data (ωB97M-V/def2-TZVPD) for one molecule with the formula C5H5BrClN.

Last column: Mulliken charge in e.
CARTESIAN COORDINATES (ANGSTROEM)
C (-0.470, 0.946, -0.835)  0.01
C (0.511, -0.184, 1.133)  0.25
C (-1.330, 1.763, -0.150)  -0.36
C (1.166, 0.753, 1.807)  -0.59
C (0.171, -1.414, -0.904)  -0.83
N (0.118, -0.112, -0.225)  0.15
Cl (-2.239, 2.872, -1.056)  -0.14
Br (1.589, 1.205, 3.512)  -0.05
H (-0.640, 0.574, -1.843)  0.32
H (0.347, -1.111, 1.620)  0.34
H (0.101, -2.250, -0.046)  0.24
H (-0.551, -1.557, -1.689)  0.35
H (1.229, -1.486, -1.322)  0.31

Results
* relative energy (zero: lowest compared OMol25 entry of this formula, charge and spin): 122.21 kcal/mol
* E_tot: -3282.22772 Ha
* max |F|: 3.42 eV/Å
* HOMO-LUMO gap (spin up / spin down): 0.2390 / 0.2568 Ha

---

(4)
Density functional theory data (ωB97M-V/def2-TZVPD) for one molecule with the formula C5H5BrN2O.

Last column: Mulliken charge in e.
CARTESIAN COORDINATES (ANGSTROEM)
C (1.581, -1.458, -0.068)  -0.78
N (0.561, -0.464, -0.043)  0.83
N (1.037, 0.732, 0.041)  -0.96
C (0.273, 1.804, 0.018)  -0.26
C (-1.138, 1.661, 0.066)  -0.23
C (-1.612, 0.408, -0.060)  -0.23
Br (-3.448, -0.027, -0.020)  -0.10
C (-0.787, -0.820, 0.006)  0.65
O (-1.066, -1.997, 0.097)  -0.59
H (1.509, -2.048, -1.065)  0.26
H (2.638, -1.024, -0.109)  0.30
H (1.565, -2.084, 0.952)  0.26
H (0.619, 2.847, 0.078)  0.32
H (-1.732, 2.470, 0.106)  0.53

Results
* relative energy (zero: lowest compared OMol25 entry of this formula, charge and spin): 16.63 kcal/mol
* SMILES: Cn1nccc(Br)c1=O
* E_tot: -2952.24112 Ha
* max |F|: 3.98 eV/Å
* HOMO-LUMO gap: 0.3304 Ha

---

(5)
Density functional theory data (ωB97M-V/def2-TZVPD) for C5H5BrN2S2 as an isolated structure.

Last column: Mulliken charge in e.
CARTESIAN COORDINATES (ANGSTROEM)
C (-1.685, -3.412, 2.523)  -0.01
C (-0.950, -2.464, 1.852)  0.16
C (0.290, 1.486, -1.660)  -0.48
C (0.474, 0.655, -0.656)  -0.27
C (1.420, -1.788, 2.556)  -0.10
N (-0.914, -2.668, 0.523)  -0.07
N (-1.539, -3.679, 0.137)  -0.40
S (-2.270, -4.522, 1.371)  0.14
S (-0.093, -1.087, 2.581)  -0.03
Br (2.765, -0.676, 3.216)  -0.08
H (-1.875, -3.498, 3.573)  0.37
H (0.566, 1.229, -2.671)  0.24
H (-0.144, 2.463, -1.519)  0.24
H (0.899, -0.328, -0.790)  0.20
H (0.194, 0.919, 0.352)  0.09

Results
* relative energy (zero: lowest compared OMol25 entry of this formula, charge and spin): 38.23 kcal/mol
* E_tot: -3673.26057 Ha
* max |F|: 1.73 eV/Å
* HOMO-LUMO gap: 0.3044 Ha

---

(6)
Density functional theory data (ωB97M-V/def2-TZVPD) for one molecule with the formula C5H5BrOS.

Last column: Mulliken charge in e.
CARTESIAN COORDINATES (ANGSTROEM)
O (-1.189, -2.556, -0.777)  -0.43
C (-0.359, -2.010, -0.114)  -0.19
C (0.050, -0.627, -0.163)  0.24
C (1.093, 0.021, 0.361)  -0.31
C (1.022, 1.469, 0.503)  -0.64
S (-0.200, 2.012, -0.811)  -0.09
C (-1.038, 0.433, -0.815)  -0.34
Br (-2.547, 0.356, 0.557)  -0.15
H (0.235, -2.692, 0.605)  0.26
H (1.913, -0.452, 0.798)  0.47
H (0.524, 1.921, 1.355)  0.35
H (2.038, 1.871, 0.205)  0.34
H (-1.543, 0.254, -1.705)  0.51

Results
* relative energy (zero: lowest compared OMol25 entry of this formula, charge and spin): 30.06 kcal/mol
* SMILES: O=CC1=CCS[C@@H]1Br
* E_tot: -3240.90696 Ha
* max |F|: 4.36 eV/Å
* HOMO-LUMO gap: 0.3218 Ha

---

(7)
Density functional theory data (ωB97M-V/def2-TZVPD) for one molecule with the formula C5H5Cl2N.

Last column: Mulliken charge in e.
CARTESIAN COORDINATES (ANGSTROEM)
C (-0.532, 1.265, 1.330)  -0.86
N (-0.100, 0.322, 0.321)  0.07
C (-0.908, -0.136, -0.736)  0.06
Cl (-2.436, 0.527, -1.014)  -0.19
C (-0.258, -1.055, -1.522)  -0.51
C (1.062, -1.268, -0.879)  -0.40
C (1.081, -0.403, 0.174)  0.29
Cl (2.357, -0.153, 1.387)  -0.22
H (-1.385, 0.819, 1.830)  0.33
H (0.342, 1.465, 1.944)  0.28
H (-0.807, 2.205, 0.842)  0.32
H (-0.650, -1.561, -2.350)  0.47
H (1.883, -1.969, -1.051)  0.38

Results
* relative energy (zero: lowest compared OMol25 entry of this formula, charge and spin): 13.90 kcal/mol
* SMILES: Cn1c(Cl)ccc1Cl
* E_tot: -1168.64653 Ha
* max |F|: 3.16 eV/Å
* HOMO-LUMO gap: 0.3336 Ha

---

(8)
Density functional theory data (ωB97M-V/def2-TZVPD) for an isolated ion of composition C5H5Cl2O5 and charge -1.

Last column: Mulliken charge in e.
CARTESIAN COORDINATES (ANGSTROEM)
C (0.422, 1.810, 1.059)  -0.96
C (-1.078, 1.148, 0.729)  0.04
Cl (-1.474, 1.631, -1.042)  -0.17
C (-0.846, -0.496, 0.845)  -0.07
Cl (-1.673, -0.978, 2.476)  -0.25
O (-1.523, -1.266, -0.209)  -0.25
C (-0.603, -1.700, -1.270)  0.65
O (-1.064, -1.647, -2.551)  -0.50
O (0.753, -2.243, -1.097)  -0.25
C (1.787, -1.254, -1.479)  0.50
O (3.073, -1.591, -1.212)  -0.66
O (1.541, 0.061, -2.092)  -0.61
H (0.397, 2.977, 0.985)  0.32
H (1.151, 1.295, 0.277)  0.29
H (0.715, 1.406, 2.122)  0.25
H (-1.877, 1.552, 1.498)  0.36
H (0.299, -0.705, 0.961)  0.33

Results
* SMILES: C[C@@H](Cl)[C@@H](Cl)OC(=O)OC(=O)[O-]
* E_tot: -1490.02808 Ha
* max |F|: 9.48 eV/Å
* total charge: -1
* HOMO-LUMO gap: 0.2823 Ha

---

(9)
Density functional theory data (ωB97M-V/def2-TZVPD) for one molecule with the formula C5H5ClF2.

Last column: Mulliken charge in e.
CARTESIAN COORDINATES (ANGSTROEM)
F (-0.763, -2.220, 1.761)  -0.34
C (-0.706, -1.193, 0.767)  0.36
C (-0.802, 0.110, 1.455)  -0.56
C (0.024, 1.033, 0.912)  -0.62
C (0.631, 0.497, -0.302)  1.01
F (1.881, 1.005, -0.486)  -0.30
Cl (-0.394, 0.910, -1.781)  -0.21
C (0.476, -0.959, -0.148)  -1.02
H (-1.586, -1.286, 0.114)  0.22
H (-1.480, 0.442, 2.199)  0.43
H (0.166, 2.048, 1.237)  0.42
H (1.431, -1.243, 0.352)  0.27
H (0.355, -1.430, -1.194)  0.35

Results
* relative energy (zero: lowest compared OMol25 entry of this formula, charge and spin): 13.58 kcal/mol
* SMILES: F[C@H]1C=C[C@](F)(Cl)C1
* E_tot: -853.40951 Ha
* max |F|: 4.08 eV/Å
* HOMO-LUMO gap: 0.4021 Ha

---

(10)
Density functional theory data (ωB97M-V/def2-TZVPD) for a 2-piece molecular cluster, C5H5ClFN overall.

Last column: Mulliken charge in e.
CARTESIAN COORDINATES (ANGSTROEM)
C (0.983, -0.097, -0.669)  0.39
C (-0.189, 0.325, -0.747)  0.18
C (-2.916, 1.449, 1.643)  -0.19
C (0.288, 0.478, 0.654)  -0.33
C (2.108, -0.721, -1.323)  -1.08
N (-3.146, 0.314, 1.742)  -0.10
F (-1.260, 0.702, -1.453)  -0.26
Cl (-0.233, -0.588, 1.908)  -0.20
H (0.479, 1.422, 0.958)  0.39
H (1.885, -0.619, -2.378)  0.32
H (2.160, -1.722, -1.107)  0.30
H (3.169, -0.319, -1.182)  0.28
H (-3.327, -0.624, 1.951)  0.29

Results
* relative energy (zero: lowest compared OMol25 entry of this formula, charge and spin): 84.36 kcal/mol
* E_tot: -808.17398 Ha
* max |F|: 4.91 eV/Å
* HOMO-LUMO gap: 0.3883 Ha

---

(11)
Density functional theory data (ωB97M-V/def2-TZVPD) for one molecule with the formula C5H5ClN2O2S.

Last column: Mulliken charge in e.
CARTESIAN COORDINATES (ANGSTROEM)
C (-1.091, -1.498, 0.330)  -0.32
C (-0.740, -1.277, -0.860)  -0.55
C (0.728, -0.140, 1.398)  -0.29
C (-0.751, -0.346, 1.413)  0.12
C (0.919, 0.758, -0.801)  0.05
N (1.326, 0.365, 0.392)  -0.47
N (-0.275, 1.616, -1.076)  1.10
O (-1.180, 1.834, -0.271)  -0.63
O (-0.151, 2.097, -2.220)  -0.63
S (1.931, 0.616, -2.180)  -0.15
Cl (-1.361, -0.766, 3.065)  -0.21
H (-1.524, -2.270, 0.956)  0.45
H (-0.592, -1.250, -1.910)  0.47
H (1.328, -0.267, 2.176)  0.61
H (-1.509, 0.331, 1.020)  0.30
H (2.941, 0.196, -1.434)  0.15

Results
* relative energy (zero: lowest compared OMol25 entry of this formula, charge and spin): 62.74 kcal/mol
* E_tot: -1311.59953 Ha
* max |F|: 5.71 eV/Å
* HOMO-LUMO gap (spin up / spin down): 0.2522 / 0.2665 Ha

---

(12)
Density functional theory data (ωB97M-V/def2-TZVPD) for an isolated ion of composition C5H5ClNO and charge -1.

Last column: Mulliken charge in e.
CARTESIAN COORDINATES (ANGSTROEM)
C (1.443, 0.395, -0.374)  -0.28
C (0.670, 1.393, 0.319)  -0.44
C (0.895, -0.793, -0.707)  -0.44
C (-0.505, 1.186, 0.907)  -0.30
C (-0.584, -1.220, -0.493)  -0.30
N (-1.045, -1.023, 0.881)  -0.13
O (-2.317, -1.195, 0.922)  -0.50
Cl (-1.540, 2.379, 1.646)  -0.25
H (2.457, 0.688, -0.543)  0.35
H (1.157, 2.273, 0.471)  0.43
H (1.471, -1.385, -1.333)  0.30
H (-1.263, -0.412, -1.026)  0.26
H (-0.841, -2.285, -0.671)  0.31

Results
* relative energy (zero: lowest compared OMol25 entry of this formula, charge and spin): 0.00 kcal/mol
* E_tot: -783.54592 Ha
* max |F|: 3.39 eV/Å
* total charge: -1
* HOMO-LUMO gap (spin up / spin down): 0.2328 / 0.2329 Ha

---

(13)
Density functional theory data (ωB97M-V/def2-TZVPD) for one molecule with the formula C5H5ClO2.

Last column: Mulliken charge in e.
CARTESIAN COORDINATES (ANGSTROEM)
O (-2.232, -0.081, 3.001)  -0.46
C (-1.291, 0.301, 2.351)  -0.05
C (-1.042, -0.029, 0.928)  0.53
Cl (-2.298, -1.091, 0.281)  -0.19
C (-0.002, 0.366, 0.207)  -0.52
C (0.289, -0.021, -1.194)  0.16
C (1.633, -0.376, -1.737)  -0.37
O (1.066, 0.872, -1.951)  -0.41
H (-0.493, 0.997, 2.784)  0.24
H (0.743, 0.913, 0.764)  0.28
H (-0.545, -0.436, -1.750)  0.33
H (1.713, -1.016, -2.637)  0.24
H (2.458, -0.399, -1.047)  0.23

Results
* relative energy (zero: lowest compared OMol25 entry of this formula, charge and spin): 43.46 kcal/mol
* SMILES: O=C/C(Cl)=C/[C@@H]1CO1
* E_tot: -804.11796 Ha
* max |F|: 1.79 eV/Å
* HOMO-LUMO gap: 0.3566 Ha

---

(14)
Density functional theory data (ωB97M-V/def2-TZVPD) for one molecule with the formula C5H5F3.

Last column: Mulliken charge in e.
CARTESIAN COORDINATES (ANGSTROEM)
C (-1.537, 1.156, -0.118)  -0.74
C (-0.159, 1.239, -0.093)  -0.46
C (0.560, -0.057, 0.148)  0.17
C (-0.190, -1.428, 0.315)  -0.21
F (-1.355, -1.303, -0.660)  -0.36
C (1.804, 0.005, -0.008)  0.73
F (2.469, -1.248, -0.223)  -0.27
F (2.525, 0.994, -0.404)  -0.21
H (-2.120, 2.098, -0.133)  0.24
H (-2.037, 0.301, -0.362)  0.47
H (0.262, 2.272, 0.410)  0.19
H (-0.652, -1.659, 1.264)  0.25
H (0.429, -2.370, -0.137)  0.19

Results
* relative energy (zero: lowest compared OMol25 entry of this formula, charge and spin): 56.70 kcal/mol
* SMILES: C=CC(CF)=C(F)F
* E_tot: -492.98344 Ha
* max |F|: 6.66 eV/Å
* HOMO-LUMO gap: 0.3647 Ha

---

(15)
Density functional theory data (ωB97M-V/def2-TZVPD) for one molecule with the formula C5H5F3O2S.

Last column: Mulliken charge in e.
CARTESIAN COORDINATES (ANGSTROEM)
C (-1.776, -1.173, 0.463)  -1.00
C (-1.273, 0.049, -0.203)  0.39
C (-0.312, 0.905, -0.414)  -0.07
S (1.774, 0.946, -0.129)  0.99
O (2.197, 1.376, 1.129)  -0.55
O (2.374, 1.523, -1.301)  -0.56
C (2.114, -0.898, 0.064)  0.66
F (1.405, -1.456, -0.933)  -0.24
F (3.371, -1.266, -0.154)  -0.19
F (1.533, -1.313, 1.214)  -0.20
C (-1.595, 1.571, -0.505)  -0.49
H (-2.792, -1.565, 0.016)  0.30
H (-2.032, -0.943, 1.507)  0.27
H (-0.997, -1.890, 0.398)  0.30
H (-2.131, 1.848, -1.418)  0.20
H (-1.861, 2.286, 0.265)  0.20

Results
* relative energy (zero: lowest compared OMol25 entry of this formula, charge and spin): 19.64 kcal/mol
* SMILES: CC1=C(S(=O)(=O)C(F)(F)F)C1
* E_tot: -1041.61542 Ha
* max |F|: 3.51 eV/Å
* HOMO-LUMO gap: 0.3681 Ha

---

(16)
Density functional theory data (ωB97M-V/def2-TZVPD) for an isolated ion of composition C5H5F4N2 and charge +1.

Last column: Mulliken charge in e.
CARTESIAN COORDINATES (ANGSTROEM)
C (-0.194, 1.286, 0.172)  -0.40
C (0.094, 0.533, 1.300)  0.04
C (0.065, -0.667, -1.003)  0.43
C (-0.597, 1.256, -2.244)  -0.85
C (0.675, -1.796, 1.937)  0.82
N (-0.292, 0.585, -0.987)  0.13
N (0.148, -0.758, 1.127)  -0.30
F (-0.411, -1.665, -1.623)  -0.10
F (1.171, -1.310, 3.070)  -0.23
F (1.639, -2.433, 1.291)  -0.22
F (-0.278, -2.663, 2.232)  -0.23
H (-0.284, 2.358, 0.159)  0.41
H (0.292, 0.989, 2.266)  0.46
H (0.312, 1.417, -2.829)  0.35
H (-1.284, 0.645, -2.833)  0.35
H (-1.055, 2.221, -2.035)  0.32

Results
* relative energy (zero: lowest compared OMol25 entry of this formula, charge and spin): 76.94 kcal/mol
* E_tot: -702.11031 Ha
* max |F|: 4.59 eV/Å
* total charge: +1
* HOMO-LUMO gap (spin up / spin down): 0.2894 / 0.2895 Ha

---

(17)
Density functional theory data (ωB97M-V/def2-TZVPD) for one molecule with the formula C5H5FIN.

Last column: Mulliken charge in e.
CARTESIAN COORDINATES (ANGSTROEM)
C (0.747, 1.585, -0.798)  -1.04
C (0.195, 0.299, -0.272)  0.15
N (-0.550, -0.598, -0.942)  -0.04
C (-0.951, -1.612, -0.071)  -0.65
C (-0.469, -1.473, 1.135)  0.47
F (-0.629, -2.078, 2.290)  -0.26
C (0.383, -0.040, 1.036)  -0.21
I (1.315, 0.864, 2.590)  0.13
H (-0.052, 2.085, -1.292)  0.34
H (1.004, 2.147, 0.075)  0.26
H (1.703, 1.403, -1.447)  0.23
H (-0.915, -0.398, -1.890)  0.25
H (-1.781, -2.184, -0.416)  0.38

Results
* relative energy (zero: lowest compared OMol25 entry of this formula, charge and spin): 14.40 kcal/mol
* SMILES: Cc1[nH]cc(F)c1I
* E_tot: -645.78147 Ha
* max |F|: 6.64 eV/Å
* HOMO-LUMO gap: 0.3238 Ha

---

(18)
Density functional theory data (ωB97M-V/def2-TZVPD) for C5H5FInO4 as an isolated structure.

Last column: Mulliken charge in e.
CARTESIAN COORDINATES (ANGSTROEM)
C (-0.324, -0.423, -0.390)  1.18
C (0.326, 0.534, -1.401)  -0.55
O (-0.731, 0.841, -2.305)  -0.21
C (-1.904, 0.472, -1.784)  0.71
O (-1.728, -0.193, -0.637)  -0.28
O (-2.969, 0.727, -2.268)  0.05
O (-0.020, -0.303, 0.859)  -0.51
F (-0.120, -1.738, -0.830)  -0.27
H (1.194, 0.069, -1.912)  0.34
In (1.229, -0.471, 2.053)  0.93
H (0.661, 1.453, -0.907)  0.37
C (3.845, -1.361, 2.793)  -0.58
C (3.242, -0.188, 2.869)  -0.24
H (3.448, -2.303, 3.189)  0.35
H (4.835, -1.436, 2.321)  0.27
H (3.530, 0.868, 2.830)  0.44

Results
* relative energy (zero: lowest compared OMol25 entry of this formula, charge and spin): 0.00 kcal/mol
* E_tot: -783.58501 Ha
* max |F|: 9.26 eV/Å
* total charge: +2
* HOMO-LUMO gap (spin up / spin down): 0.3152 / 0.1483 Ha
* 2S+1: 2